No. 1
Density functional theory data (the ωB97M-V functional and the def2-TZVPD basis) for 12 unconnected molecules or ions with the total composition C36H84N12O12.

Last columns: bonded neighbours and bond lengths (Å).
Positions of all 144 atoms, in Å:
1 C -2.5114 -1.9846 -9.6838  C2 1.535, H6 1.090, H7 1.090, H8 1.090
2 C -2.4038 -2.8769 -8.4397  C1 1.535, O3 1.190, N4 1.336
3 O -3.3594 -3.2072 -7.8113  C2 1.190
4 N -1.1797 -3.3045 -8.1166  C2 1.336, C5 1.481, H9 1.010
5 C -0.8976 -4.2401 -7.0038  N4 1.481, H10 1.090, H11 1.090, H12 1.090
6 H -2.7186 -2.6420 -10.5282  C1 1.090
7 H -1.6096 -1.4328 -9.9490  C1 1.090
8 H -3.3194 -1.2662 -9.5454  C1 1.090
9 H -0.3988 -2.8790 -8.5955  N4 1.010
10 H 0.1658 -4.4699 -6.9371  C5 1.090
11 H -1.3741 -5.1856 -7.2630  C5 1.090
12 H -1.2141 -3.6933 -6.1156  C5 1.090
13 C -0.3946 5.4070 3.1788  C14 1.533, H18 1.090, H19 1.090, H20 1.090
14 C 0.9251 6.1646 3.3631  C13 1.533, O15 1.204, N16 1.339
15 O 1.4236 6.7725 2.4506  C14 1.204
16 N 1.4525 6.2142 4.5926  C14 1.339, C17 1.465, H21 1.010
17 C 2.7500 6.8185 4.9035  N16 1.465, H22 1.090, H23 1.090, H24 1.090
18 H -0.4384 5.1108 2.1308  C13 1.090
19 H -1.2054 6.0784 3.4614  C13 1.090
20 H -0.3577 4.4825 3.7552  C13 1.090
21 H 0.9744 5.7904 5.3748  N16 1.010
22 H 2.5876 7.3932 5.8153  C17 1.090
23 H 3.0989 7.4898 4.1188  C17 1.090
24 H 3.4517 5.9902 5.0019  C17 1.090
25 C -8.1977 -2.6400 -2.9303  C26 1.532, H30 1.090, H31 1.090, H32 1.090
26 C -9.4517 -3.4931 -3.1449  C25 1.532, O27 1.247, N28 1.319
27 O -10.2690 -3.6180 -2.2117  C26 1.247
28 N -9.6174 -4.0648 -4.3214  C26 1.319, C29 1.471, H33 1.010
29 C -10.7642 -4.9256 -4.6501  N28 1.471, H34 1.090, H35 1.090, H36 1.090
30 H -7.3902 -2.9815 -3.5780  C25 1.090
31 H -7.9187 -2.7353 -1.8809  C25 1.090
32 H -8.4223 -1.5909 -3.1229  C25 1.090
33 H -9.0316 -3.7551 -5.0837  N28 1.010
34 H -10.3318 -5.7936 -5.1479  C29 1.090
35 H -11.4572 -4.4116 -5.3161  C29 1.090
36 H -11.3370 -5.2306 -3.7743  C29 1.090
37 C -0.9642 -0.8052 5.9719  C38 1.494, H42 1.090, H43 1.090, H44 1.090
38 C 0.0942 -1.8595 6.0063  C37 1.494, O39 1.241, N40 1.348
39 O 0.5020 -2.2998 7.0930  C38 1.241
40 N 0.6249 -2.2236 4.8222  C38 1.348, C41 1.407, H45 1.010
41 C 1.4676 -3.3409 4.6778  N40 1.407, H46 1.090, H47 1.090, H48 1.090
42 H -1.8143 -1.1105 6.5820  C37 1.090
43 H -1.2676 -0.6512 4.9364  C37 1.090
44 H -0.5223 0.1368 6.2967  C37 1.090
45 H 0.5515 -1.6963 3.9639  N40 1.010
46 H 1.6875 -3.8557 5.6130  C41 1.090
47 H 2.3866 -3.0815 4.1522  C41 1.090
48 H 1.0305 -4.0263 3.9516  C41 1.090
49 C -5.9846 2.6312 0.3816  C50 1.519, H54 1.090, H55 1.090, H56 1.090
50 C -7.2662 3.4394 0.2677  C49 1.519, O51 1.172, N52 1.332
51 O -7.6633 3.6714 -0.8098  C50 1.172
52 N -7.8356 3.8271 1.4079  C50 1.332, C53 1.430, H57 1.010
53 C -9.0405 4.5946 1.4687  N52 1.430, H58 1.090, H59 1.090, H60 1.090
54 H -6.0371 1.6039 0.0210  C49 1.090
55 H -5.5801 2.5970 1.3932  C49 1.090
56 H -5.1853 3.0982 -0.1940  C49 1.090
57 H -7.3405 3.5900 2.2557  N52 1.010
58 H -9.6024 4.2066 2.3183  C53 1.090
59 H -9.6675 4.5109 0.5810  C53 1.090
60 H -8.8857 5.6423 1.7263  C53 1.090
61 C 8.2157 3.5527 1.0014  C62 1.540, H66 1.090, H67 1.090, H68 1.090
62 C 9.6542 3.6153 1.5470  C61 1.540, O63 1.247, N64 1.356
63 O 10.4748 2.7852 1.1085  C62 1.247
64 N 9.9446 4.6099 2.4223  C62 1.356, C65 1.481, H69 1.010
65 C 11.3234 4.9142 2.8690  N64 1.481, H70 1.090, H71 1.090, H72 1.090
66 H 8.2231 3.3836 -0.0754  C61 1.090
67 H 7.6505 4.4735 1.1461  C61 1.090
68 H 7.7012 2.7164 1.4746  C61 1.090
69 H 9.2283 5.2835 2.6532  N64 1.010
70 H 11.3507 5.8040 3.4980  C65 1.090
71 H 11.8989 5.1153 1.9654  C65 1.090
72 H 11.7301 4.0897 3.4546  C65 1.090
73 C -7.8458 -6.8743 1.8619  C74 1.502, H78 1.090, H79 1.090, H80 1.090
74 C -7.0135 -6.0777 2.8251  C73 1.502, O75 1.218, N76 1.321
75 O -7.3803 -5.9129 3.9752  C74 1.218
76 N -5.8762 -5.6434 2.3123  C74 1.321, C77 1.477, H81 1.010
77 C -4.8751 -4.8370 3.0397  N76 1.477, H82 1.090, H83 1.090, H84 1.090
78 H -7.3691 -7.8293 1.6413  C73 1.090
79 H -7.9626 -6.3856 0.8946  C73 1.090
80 H -8.8240 -7.0925 2.2904  C73 1.090
81 H -5.8393 -5.6929 1.3042  N76 1.010
82 H -3.9535 -4.8794 2.4592  C77 1.090
83 H -4.7584 -5.1835 4.0665  C77 1.090
84 H -5.2182 -3.8074 3.1412  C77 1.090
85 C -0.7460 0.0154 -1.5985  C86 1.493, H90 1.090, H91 1.090, H92 1.090
86 C -0.1591 0.1320 -0.2307  C85 1.493, O87 1.233, N88 1.327
87 O -0.7114 -0.3498 0.7609  C86 1.233
88 N 0.9576 0.8379 -0.1059  C86 1.327, C89 1.466, H93 1.010
89 C 1.7580 1.0470 1.1041  N88 1.466, H94 1.090, H95 1.090, H96 1.090
90 H -0.8077 1.0193 -2.0186  C85 1.090
91 H -1.7191 -0.4565 -1.4622  C85 1.090
92 H -0.1950 -0.6222 -2.2898  C85 1.090
93 H 1.4505 1.0457 -0.9626  N88 1.010
94 H 2.3745 0.2223 1.4618  C89 1.090
95 H 1.0252 1.2669 1.8805  C89 1.090
96 H 2.3945 1.9233 0.9816  C89 1.090
97 C 4.5640 -1.4193 -5.6544  C98 1.545, H102 1.090, H103 1.090, H104 1.090
98 C 3.6251 -0.1994 -5.5251  C97 1.545, O99 1.249, N100 1.333
99 O 3.4753 0.3205 -4.3995  C98 1.249
100 N 3.0538 0.2464 -6.6439  C98 1.333, C101 1.440, H105 1.010
101 C 2.2512 1.4424 -6.6437  N100 1.440, H106 1.090, H107 1.090, H108 1.090
102 H 5.5683 -1.1433 -5.3330  C97 1.090
103 H 4.5338 -1.6583 -6.7174  C97 1.090
104 H 4.2274 -2.2964 -5.1017  C97 1.090
105 H 2.8428 -0.3470 -7.4335  N100 1.010
106 H 2.1102 1.9769 -5.7043  C101 1.090
107 H 1.2350 1.2734 -7.0001  C101 1.090
108 H 2.7546 2.0921 -7.3596  C101 1.090
109 C -4.7658 5.5393 -4.7526  C110 1.488, H114 1.090, H115 1.090, H116 1.090
110 C -4.5074 4.2824 -5.5055  C109 1.488, O111 1.219, N112 1.371
111 O -3.5716 4.1577 -6.2762  C110 1.219
112 N -5.4718 3.3371 -5.2684  C110 1.371, C113 1.482, H117 1.010
113 C -5.5209 1.9634 -5.8216  N112 1.482, H118 1.090, H119 1.090, H120 1.090
114 H -5.8387 5.5843 -4.5660  C109 1.090
115 H -4.4329 6.4950 -5.1573  C109 1.090
116 H -4.3059 5.4116 -3.7726  C109 1.090
117 H -6.2109 3.5532 -4.6149  N112 1.010
118 H -5.1267 1.2475 -5.1003  C113 1.090
119 H -5.0213 1.8984 -6.7882  C113 1.090
120 H -6.5359 1.7079 -6.1258  C113 1.090
121 C 7.1890 -3.5847 0.8691  C122 1.563, H126 1.090, H127 1.090, H128 1.090
122 C 7.8469 -4.6004 1.8588  C121 1.563, O123 1.250, N124 1.361
123 O 8.3280 -5.6881 1.4739  C122 1.250
124 N 7.8033 -4.2453 3.1719  C122 1.361, C125 1.428, H129 1.010
125 C 8.2831 -5.0944 4.2147  N124 1.428, H130 1.090, H131 1.090, H132 1.090
126 H 6.7961 -4.0265 -0.0467  C121 1.090
127 H 7.9142 -2.8001 0.6532  C121 1.090
128 H 6.4071 -3.0711 1.4285  C121 1.090
129 H 7.3806 -3.3666 3.4353  N124 1.010
130 H 8.2573 -6.1235 3.8565  C125 1.090
131 H 7.7003 -4.9682 5.1272  C125 1.090
132 H 9.2982 -4.8751 4.5460  C125 1.090
133 C 5.5396 1.3973 6.8081  C134 1.545, H138 1.090, H139 1.090, H140 1.090
134 C 6.7359 0.6062 6.2340  C133 1.545, O135 1.212, N136 1.384
135 O 6.6142 -0.1884 5.3272  C134 1.212
136 N 7.9764 0.9654 6.7321  C134 1.384, C137 1.503, H141 1.010
137 C 9.3259 0.4629 6.3012  N136 1.503, H142 1.090, H143 1.090, H144 1.090
138 H 5.8512 1.9994 7.6617  C133 1.090
139 H 4.6954 0.7546 7.0576  C133 1.090
140 H 5.1473 2.1250 6.0977  C133 1.090
141 H 8.0457 1.7322 7.3858  N136 1.010
142 H 9.8437 1.1507 5.6327  C137 1.090
143 H 9.1488 -0.5468 5.9306  C137 1.090
144 H 9.8921 0.4221 7.2317  C137 1.090

structure (SMILES) = CNC(C)=O.CNC(C)=O.CNC(C)=O.CNC(C)=O.CNC(C)=O.CNC(C)=O.CNC(C)=O.CNC(C)=O.CNC(C)=O.CNC(C)=O.CNC(C)=O.CNC(C)=O
multiplicity = 1
LUMO energy = -0.1 eV
gap between HOMO and LUMO = 9.2 eV
HOMO level = -9.32 eV
net charge = 0

Löwdin population analysis, charges in e, atoms 1 to 8: number 1, C, carries 0.0009; number 2, C, carries -0.6066; number 3, O, carries 0.0642; number 4, N, carries -0.0121; number 5, C, carries -0.0489; number 6, H, carries 0.0818; number 7, H, carries 0.0667; number 8, H, carries 0.0804

---

No. 2
Density functional theory data (the ωB97M-V functional and the def2-TZVPD basis) for 2 unconnected molecules or ions with the total composition C20H36NO4.

Last columns: bonded neighbours and bond lengths (Å).
Positions of all 61 atoms, in Å:
1 C 1.6407 -2.5668 3.0555  C2 1.221, H21 1.099
2 C 2.7759 -2.2572 2.7311  C1 1.221, C3 1.556
3 C 4.0449 -1.6413 2.0745  C2 1.556, C4 1.598, C19 1.591, H22 1.106
4 C 3.6583 -1.3521 0.5516  C3 1.598, C5 1.586, H23 1.104, H24 1.113
5 C 2.4903 -0.3211 0.8473  C4 1.586, C6 1.577, O18 1.458, H25 1.112
6 C 2.3339 0.9544 -0.0668  C5 1.577, C7 1.569, H26 1.129, H27 1.118
7 C 0.8524 1.3533 -0.3968  C6 1.569, C8 1.580, H28 1.124, H29 1.116
8 C -0.1787 1.1418 0.7811  C7 1.580, C9 1.601, H30 1.114, H31 1.122
9 C -1.0160 2.4648 1.1155  C8 1.601, C10 1.577, H32 1.121, H33 1.113
10 C -2.5502 2.0997 1.1205  C9 1.577, C11 1.577, H34 1.121, H35 1.126
11 C -3.1723 1.9033 2.5559  C10 1.577, C12 1.568, H36 1.115, H37 1.124
12 C -3.5412 0.4221 2.9155  C11 1.568, C13 1.577, H38 1.124, H39 1.122
13 C -4.4262 -0.3221 1.8435  C12 1.577, C14 1.562, H40 1.114, H41 1.126
14 C -5.4844 0.5750 1.1249  C13 1.562, C15 1.595, H42 1.119, H43 1.113
15 C -6.2913 -0.3055 0.0682  C14 1.595, O16 1.426, H44 1.125, H45 1.114
16 O -5.4701 -1.2474 -0.6191  C15 1.426, C17 1.428
17 C -5.6690 -2.5898 -0.1742  O16 1.428, H46 1.126, H47 1.116, H48 1.116
18 O 2.7254 0.2663 2.1608  C5 1.458, C19 1.396
19 C 4.0059 -0.1255 2.5563  C3 1.591, O18 1.396, O20 1.190
20 O 4.8531 0.5148 3.0937  C19 1.190
21 H 0.5851 -2.8370 3.1964  C1 1.099
22 H 4.9647 -2.2221 2.2765  C3 1.106
23 H 4.5040 -0.9752 -0.0497  C4 1.104
24 H 3.1144 -2.2632 0.2146  C4 1.113
25 H 1.5496 -0.8965 0.7077  C5 1.112
26 H 2.8897 0.7935 -1.0362  C6 1.129
27 H 2.8425 1.8204 0.4255  C6 1.118
28 H 0.8636 2.4562 -0.6131  C7 1.124
29 H 0.4356 0.8718 -1.3133  C7 1.116
30 H 0.2753 0.8199 1.7461  C8 1.114
31 H -0.8609 0.3087 0.4641  C8 1.122
32 H -0.7047 2.7960 2.1407  C9 1.121
33 H -0.7819 3.3024 0.4216  C9 1.113
34 H -2.7775 1.2464 0.4294  C10 1.121
35 H -3.0842 2.9792 0.6624  C10 1.126
36 H -4.0601 2.5652 2.6816  C11 1.115
37 H -2.4214 2.2366 3.3229  C11 1.124
38 H -4.1114 0.4545 3.8841  C12 1.124
39 H -2.6484 -0.2249 3.1240  C12 1.122
40 H -3.7479 -0.8752 1.1542  C13 1.114
41 H -5.0028 -1.1121 2.4008  C13 1.126
42 H -6.2297 1.0120 1.8368  C14 1.119
43 H -5.0597 1.4250 0.5450  C14 1.113
44 H -6.6398 0.4268 -0.7115  C15 1.125
45 H -7.2130 -0.7369 0.5222  C15 1.114
46 H -4.6766 -2.9597 0.2090  C17 1.126
47 H -5.9670 -3.2806 -0.9981  C17 1.116
48 H -6.3788 -2.6854 0.6821  C17 1.116
49 C 4.5774 -1.9394 -4.3153  C50 1.490, H54 1.087, H55 1.091, H56 1.093
50 C 4.3623 -0.7967 -3.3835  C49 1.490, O51 1.196, N52 1.481
51 O 4.0350 -0.8830 -2.2365  C50 1.196
52 N 4.6372 0.6038 -3.7778  C50 1.481, C53 1.487, H57 1.028, H58 1.030
53 C 4.4267 1.0125 -5.1918  N52 1.487, H59 1.087, H60 1.088, H61 1.088
54 H 4.0556 -2.8122 -3.9302  C49 1.087
55 H 4.1841 -1.7181 -5.3083  C49 1.091
56 H 5.6468 -2.1537 -4.3825  C49 1.093
57 H 5.6097 0.7743 -3.4898  N52 1.028
58 H 4.0913 1.1480 -3.0945  N52 1.030
59 H 5.1601 0.5108 -5.8186  C53 1.087
60 H 4.5621 2.0907 -5.2523  C53 1.088
61 H 3.4117 0.7507 -5.4834  C53 1.088

multiplicity = 1
LUMO energy = -4.2 eV
gap between HOMO and LUMO = 6.7 eV
HOMO level = -10.89 eV
net charge = +1

natural (NBO) population analysis, charges in e, atoms 1 to 8: number 1, C, carries -0.2351; number 2, C, carries -0.0232; number 3, C, carries -0.3788; number 4, C, carries -0.4229; number 5, C, carries 0.0829; number 6, C, carries -0.4008; number 7, C, carries -0.4090; number 8, C, carries -0.4204

---

No. 3
Density functional theory data (the ωB97M-V functional and the def2-TZVPD basis) for 2 unconnected molecules or ions with the total composition ClH5N2Si.

Last columns: bonded neighbours and bond lengths (Å).
Positions of all 9 atoms, in Å:
1 N 0.0444 1.0510 -1.9561  H5 0.990, H6 1.023
2 N -0.1403 -0.4968 1.4558  Si3 1.717, H7 1.076, H8 1.027
3 Si -0.5798 1.0711 0.9103  N2 1.717, Cl4 1.974, H9 1.411
4 Cl 0.6686 2.2785 1.8477  Si3 1.974
5 H -0.8863 1.2723 -2.2118  N1 0.990
6 H 0.1361 0.0349 -1.8819  N1 1.023
7 H -0.7350 -1.3146 1.0882  N2 1.076
8 H 0.7240 -0.9304 1.8025  N2 1.027
9 H -1.9593 0.8153 1.0644  Si3 1.411

multiplicity = 1
LUMO energy (spin up / spin down) = -0.3 / -0.3 eV
gap between HOMO and LUMO (spin up / spin down) = 8.7 / 7.4 eV
HOMO level (spin up / spin down) = -8.99 / -7.72 eV
net charge = 0

natural (NBO) population analysis, charges in e, atoms 1 to 8: number 1, N, carries -0.9835; number 2, N, carries -1.3228; number 3, Si, carries 1.3826; number 4, Cl, carries -0.3317; number 5, H, carries 0.3118; number 6, H, carries 0.3152; number 7, H, carries 0.4021; number 8, H, carries 0.4127

---

No. 4
Density functional theory data (the ωB97M-V functional and the def2-TZVPD basis) for 2 unconnected molecules or ions with the total composition C2H8N2.

Last columns: bonded neighbours and bond lengths (Å).
Positions of all 12 atoms, in Å:
1 C -1.0834 1.9107 3.3827  H2 1.102, H3 1.085, H4 1.087, H5 1.101
2 H -1.7208 2.3928 2.6238  C1 1.102
3 H -0.1387 1.5851 2.9610  C1 1.085
4 H -1.7537 1.2503 3.9273  C1 1.087
5 H -0.9063 2.7120 4.1164  C1 1.101
6 N -0.1252 -0.9473 -2.6011  C7 1.365, H9 1.005, H10 1.004
7 C 1.0825 -1.4587 -2.2247  N6 1.365, N8 1.280, H11 1.101
8 N 2.2666 -1.5154 -2.7068  C7 1.280, H12 1.014
9 H -0.7786 -0.6574 -1.8947  N6 1.005
10 H -0.3333 -0.6940 -3.5501  N6 1.004
11 H 0.9055 -2.1002 -1.3474  C7 1.101
12 H 2.5856 -2.4779 -2.6866  N8 1.014

structure (SMILES) = [H]/N=C/N.C
multiplicity = 1
LUMO energy = 0.7 eV
gap between HOMO and LUMO = 9.4 eV
HOMO level = -8.62 eV
net charge = 0

natural (NBO) population analysis, charges in e, atoms 1 to 8: number 1, C, carries -0.8621; number 2, H, carries 0.2103; number 3, H, carries 0.2210; number 4, H, carries 0.2182; number 5, H, carries 0.2125; number 6, N, carries -0.8101; number 7, C, carries 0.3299; number 8, N, carries -0.7662

---

No. 5
Density functional theory data (the ωB97M-V functional and the def2-TZVPD basis) for a single C3H4INOS molecule.

Last columns: bonded neighbours and bond lengths (Å).
Positions of all 11 atoms, in Å:
1 C 0.9652 0.7506 -0.5213  C2 1.484, C3 1.446, O5 1.197
2 C 1.7604 -0.3766 0.0257  C1 1.484, N4 1.408, S6 1.999, I7 2.294
3 C -0.4374 0.6891 -0.1757  C1 1.446, H8 1.144, H9 1.049, H10 1.067
4 N 1.0911 -1.4573 0.6303  C2 1.408, S6 1.758, H11 1.038
5 O 1.5575 1.6881 -0.9707  C1 1.197
6 S 1.3848 -2.0520 -0.9972  C2 1.999, N4 1.758
7 I 3.9901 0.1513 0.1253  C2 2.294
8 H -1.0080 -0.2763 -0.4017  C3 1.144
9 H -0.9928 1.3813 -0.7345  C3 1.049
10 H -0.5061 0.8966 0.8689  C3 1.067
11 H 1.5320 -1.8586 1.4796  N4 1.038

structure (SMILES) = CC(=O)[C@@]1(I)NS1
multiplicity = 1
LUMO energy = -0.6 eV
gap between HOMO and LUMO = 8.3 eV
HOMO level = -8.92 eV
net charge = 0

natural (NBO) population analysis, charges in e, atoms 1 to 8: number 1, C, carries 0.4730; number 2, C, carries -0.0080; number 3, C, carries -0.7146; number 4, N, carries -0.7494; number 5, O, carries -0.4924; number 6, S, carries 0.2195; number 7, I, carries 0.1252; number 8, H, carries 0.2543

---

Listing energy above the lowest of the compared OMol25 structures with the same formula, charge and spin for the structures above in their given order: 110.82; 97.86; 94.44; 28.18; 50.73 kcal/mol.
Listing strongest force on any atom for the structures above in their given order: 4.61; 2.52; 4.07; 3.21; 3.41 eV Å⁻¹.